1.
Entry from the Open Molecules 2025 dataset: an isolated molecule of C15H11Cl2NO5S (ωB97M-V/def2-TZVPD).

Calculated values
* 2S+1: 1
* charge: 0
* E: -2327.3327 a.u.
* HOMO energy: -0.3250 Eh
* LUMO energy: -1.08 eV

Geometry as XYZ:
```
35
Properties=species:S:1:pos:R:3:forces:R:3:mulliken_charge:R:1
N -4.19207 -0.89328 1.89504 -0.330 0.572 -2.692 -0.5917
S -3.68928 -1.37042 0.25051 -10.249 6.270 -0.850 1.1863
O -3.20648 -2.61650 0.25582 2.869 -8.686 0.773 -0.6181
O -4.86251 -1.04489 -0.64716 3.061 -0.564 2.696 -0.6389
C -2.41889 -0.46215 -0.23056 -6.658 10.061 2.088 0.2222
C -1.26351 -0.92164 -0.27846 5.684 0.252 -0.793 -0.5015
C -0.20024 -0.16034 -0.47776 4.902 8.052 -3.461 -0.4015
C -0.31290 1.37449 -0.79882 -3.316 -5.290 2.950 0.3991
C -1.58724 1.93919 -0.50113 0.746 0.796 -0.090 -0.6019
C -2.57431 1.04614 -0.12320 -1.749 -0.380 -1.130 -0.0751
Cl -4.20143 1.95851 0.23101 2.269 -1.744 -0.396 -0.1861
H -1.76341 3.08127 -0.52716 0.270 -2.198 0.041 0.3207
Cl 1.01835 2.24385 -1.12000 1.231 2.452 -0.488 -0.1698
C 1.19271 -0.65907 -0.87583 -7.420 -9.400 6.484 0.7969
O 1.41148 -1.84868 -0.58477 -0.368 0.120 0.951 -0.7058
O 1.91695 -0.11589 -1.60752 8.430 5.341 -7.557 -0.3984
C 3.22220 -0.92662 -2.03364 -0.778 7.473 -3.198 -0.8433
H 2.91614 -1.69168 -2.62295 -0.793 -2.595 -1.190 0.5392
C 4.11809 -1.14226 -0.95267 -1.840 -2.200 2.717 0.6659
O 4.65173 -2.20144 -0.86249 2.418 -2.295 -0.838 -0.5746
C 3.90562 -0.42226 0.24094 0.780 2.781 8.909 0.6980
C 3.93484 -0.96156 1.72219 1.351 -2.743 -10.989 -0.4500
C 3.97289 -0.21023 2.79156 -0.200 -1.403 5.717 -0.3118
C 3.75674 1.10148 2.85609 0.433 1.153 -9.213 -0.6474
C 3.74107 1.86523 1.21542 -0.141 -0.799 9.654 -0.9430
C 3.88885 0.98982 0.27353 -0.618 -2.635 -1.380 -0.2220
H 3.77458 1.29487 -0.66743 0.120 2.202 -3.945 0.5507
H 3.67111 2.93017 1.38397 -0.029 -0.077 -1.067 0.3913
H 3.68358 1.58848 3.70735 -0.314 2.665 3.717 0.5870
H 4.08206 -0.86372 3.76101 -0.191 1.610 -1.470 0.2142
H 4.18344 -2.01818 1.53382 -0.510 0.178 1.486 0.3910
H 3.73854 -0.07564 -2.79913 -1.512 -2.139 1.923 0.2424
H -1.06294 -1.86714 -0.26773 0.867 -5.811 0.393 1.0779
H -5.21574 -0.69800 1.87068 1.132 -0.014 -0.340 0.2936
H -4.06184 -1.67601 2.48818 0.451 -1.008 0.590 0.3047
```
Positions in Å, forces in eV/Å.

---

2.
Entry from the Open Molecules 2025 dataset: a cluster of 2 separate species, C5H10O in total (ωB97M-V/def2-TZVPD).

Calculated values
* 2S+1: 1
* charge: 0
* E: -271.5826 a.u.
* HOMO energy (alpha / beta): -0.2766 / -0.2765 Eh
* LUMO energy (alpha / beta): -0.18 / -0.18 eV
* relative energy (zero: lowest compared OMol25 entry of this formula, charge and spin): 106.7 kcal per mole

Geometry as XYZ:
```
16
Properties=species:S:1:pos:R:3:forces:R:3:mulliken_charge:R:1
C -0.81631 -0.69753 -0.91932 0.010 -0.118 0.028 -1.2681
C -0.14550 0.41509 -0.13818 -0.197 0.164 0.092 0.7756
C 0.23517 1.61014 -0.98566 0.035 0.094 -0.023 -1.4729
C 0.96045 -1.38870 1.06018 0.116 -0.158 0.079 -0.6865
C -0.49098 0.62300 1.20244 0.116 0.005 -0.094 -0.1294
O -0.38716 -0.26009 2.09757 0.081 0.033 -0.351 -0.5197
H -1.59365 -0.29467 -1.58940 0.178 0.001 0.189 0.3704
H -0.10036 -1.22953 -1.56535 -0.096 0.044 0.097 0.3225
H -1.27802 -1.43612 -0.25708 0.056 0.066 -0.114 0.3348
H -0.56432 1.91015 -1.68166 0.069 -0.120 0.129 0.3110
H 1.10976 1.38330 -1.61068 -0.107 -0.004 0.132 0.2947
H 0.49279 2.48624 -0.37972 -0.013 -0.165 -0.045 0.3810
H 0.52183 -2.19617 1.63443 -0.009 0.099 -0.092 0.3031
H 1.16115 -1.65659 0.02430 -0.092 0.138 0.173 0.3146
H 1.76308 -0.87144 1.57298 -0.146 -0.002 -0.131 0.3089
H -0.86793 1.60295 1.53515 -0.001 -0.076 -0.069 0.3602
```
Positions in Å, forces in eV/Å.